(1)
{"formula": "C22H46AlBBrN8O2", "method": "wB97M-V/def2-TZVPD", "lumo_energy_ev": 2.0, "orbital_gap_ev": 5.9, "homo_ev": -3.90, "e_above_lowest_kj_mol": 73.8, "total_charge": -1, "spin_multiplicity": 1, "energy_ev": -116896.207, "symbols": ["N", "C", "N", "N", "C", "Al", "Br", "B", "O", "O", "H", "H", "H", "H", "H", "H", "H", "H", "H", "H", "H", "C", "C", "C", "C", "N", "H", "H", "H", "H", "H", "H", "H", "C", "C", "C", "C", "N", "H", "H", "H", "H", "H", "H", "H", "C", "C", "C", "C", "N", "H", "H", "H", "H", "H", "H", "H", "C", "C", "C", "C", "N", "H", "H", "H", "H", "H", "H", "H", "C", "C", "C", "C", "N", "H", "H", "H", "H", "H", "H", "H"], "positions_angstrom": [[-0.458, 0.320, 1.625], [-1.037, 0.036, 0.333], [-1.815, 1.222, -0.192], [0.064, -0.179, -0.616], [-1.990, -1.145, 0.325], [-1.399, -2.903, 1.185], [-0.190, -2.730, 3.258], [-0.287, -4.141, -0.116], [-0.825, -5.278, -0.708], [1.072, -3.883, -0.408], [0.177, 1.103, 1.519], [-1.172, 0.577, 2.298], [-1.312, 2.081, 0.001], [-2.727, 1.252, 0.238], [-0.390, -0.100, -1.520], [0.625, 0.667, -0.554], [-2.974, -0.873, 0.686], [-2.135, -1.372, -0.734], [-2.766, -3.710, 1.535], [-1.783, -5.210, -0.665], [1.059, -3.095, -0.959], [-2.418, -6.259, -4.638], [-3.333, -5.099, -5.014], [-3.458, -4.057, -3.899], [-4.019, -4.659, -2.685], [-4.445, -5.132, -1.742], [-2.805, -6.810, -3.781], [-2.331, -6.962, -5.468], [-1.417, -5.905, -4.387], [-4.323, -5.486, -5.266], [-2.945, -4.607, -5.909], [-4.106, -3.238, -4.208], [-2.481, -3.639, -3.654], [-2.737, 3.822, 4.302], [-3.850, 3.682, 3.273], [-4.665, 2.399, 3.458], [-3.799, 1.222, 3.328], [-3.097, 0.327, 3.243], [-2.013, 3.010, 4.216], [-2.201, 4.756, 4.152], [-3.136, 3.817, 5.320], [-3.415, 3.699, 2.272], [-4.522, 4.541, 3.343], [-5.455, 2.336, 2.709], [-5.133, 2.377, 4.444], [4.417, 0.244, -2.809], [3.460, 1.379, -3.154], [3.384, 2.463, -2.074], [2.901, 1.918, -0.800], [2.524, 1.498, 0.191], [4.100, -0.288, -1.911], [4.456, -0.480, -3.623], [5.429, 0.617, -2.642], [2.462, 0.970, -3.325], [3.780, 1.845, -4.089], [2.702, 3.255, -2.383], [4.366, 2.908, -1.909], [5.023, -5.854, -1.556], [3.955, -4.765, -1.541], [4.252, -3.626, -2.518], [5.516, -2.953, -2.197], [6.498, -2.425, -1.947], [5.995, -5.469, -1.240], [4.752, -6.657, -0.871], [5.135, -6.285, -2.555], [3.858, -4.366, -0.532], [2.990, -5.198, -1.799], [3.453, -2.884, -2.483], [4.316, -4.006, -3.539], [0.626, 8.956, 4.168], [0.188, 7.804, 5.066], [0.270, 6.441, 4.371], [-0.603, 6.402, 3.192], [-1.284, 6.381, 2.277], [-0.021, 9.048, 3.294], [0.581, 9.901, 4.710], [1.651, 8.814, 3.820], [-0.836, 7.979, 5.404], [0.819, 7.780, 5.956], [-0.038, 5.647, 5.052], [1.292, 6.233, 4.052]]}

=====

(2)
{"formula": "C22H46B3Cl26NO5", "method": "wB97M-V/def2-TZVPD", "lumo_energy_ev": 0.1, "orbital_gap_ev": 9.4, "homo_ev": -9.34, "spin_multiplicity": 1, "energy_ev": -362907.192, "symbols": ["C", "C", "O", "B", "O", "B", "O", "B", "C", "C", "C", "C", "N", "C", "C", "C", "O", "O", "H", "H", "H", "H", "H", "H", "H", "H", "H", "H", "H", "H", "H", "H", "H", "H", "H", "H", "H", "H", "C", "Cl", "Cl", "H", "H", "C", "Cl", "Cl", "H", "H", "C", "Cl", "Cl", "H", "H", "C", "Cl", "Cl", "H", "H", "C", "Cl", "Cl", "H", "H", "C", "Cl", "Cl", "H", "H", "C", "Cl", "Cl", "H", "H", "C", "Cl", "Cl", "H", "H", "C", "Cl", "Cl", "H", "H", "C", "Cl", "Cl", "H", "H", "C", "Cl", "Cl", "H", "H", "C", "Cl", "Cl", "H", "H", "C", "Cl", "Cl", "H", "H"], "positions_angstrom": [[4.400, -3.134, 0.918], [4.580, -1.622, 0.909], [4.609, -1.116, -0.434], [3.960, 0.088, -0.501], [4.540, 1.296, -0.094], [3.671, 2.021, 0.728], [2.310, 2.047, 0.479], [1.934, 0.715, 0.152], [0.930, -0.100, 1.037], [0.759, -1.574, 0.554], [-0.446, -1.617, -0.427], [-1.710, -1.902, 0.401], [-2.973, -1.364, -0.157], [-2.980, -1.237, -1.616], [-3.416, -0.205, 0.477], [-3.854, -0.355, 1.921], [-3.503, 0.875, -0.079], [2.629, 0.156, -0.927], [3.349, -3.423, 0.839], [4.773, -3.568, 1.848], [4.931, -3.586, 0.077], [3.787, -1.185, 1.532], [5.552, -1.397, 1.366], [4.118, 2.628, 1.629], [-0.057, 0.374, 0.959], [1.231, -0.070, 2.090], [1.663, -1.932, 0.062], [0.557, -2.182, 1.440], [-0.288, -2.453, -1.110], [-0.468, -0.648, -0.922], [-1.549, -1.450, 1.384], [-1.805, -2.977, 0.583], [-2.578, -2.124, -2.102], [-2.379, -0.381, -1.947], [-3.994, -1.010, -1.943], [-3.679, 0.554, 2.494], [-4.911, -0.624, 1.962], [-3.314, -1.186, 2.381], [3.087, 5.414, 2.522], [2.845, 3.886, 3.369], [1.604, 6.373, 2.447], [3.844, 5.985, 3.046], [3.412, 5.197, 1.509], [-6.252, 2.569, -0.214], [-7.469, 2.352, 1.055], [-6.873, 2.062, -1.794], [-5.983, 3.616, -0.269], [-5.382, 1.965, 0.024], [-10.437, 0.753, -1.821], [-10.873, -0.618, -0.796], [-11.833, 1.793, -2.143], [-9.676, 1.338, -1.317], [-10.057, 0.377, -2.763], [5.228, 1.708, -3.582], [6.759, 2.178, -4.332], [3.844, 2.288, -4.528], [5.183, 0.625, -3.532], [5.191, 2.130, -2.584], [-6.834, -1.376, -0.668], [-8.107, -2.205, -1.565], [-6.327, -2.285, 0.761], [-5.977, -1.243, -1.318], [-7.212, -0.412, -0.346], [2.155, -6.264, -0.356], [1.293, -5.008, -1.259], [2.436, -5.793, 1.322], [1.561, -7.170, -0.368], [3.114, -6.437, -0.832], [4.422, -0.460, 4.395], [3.172, -1.715, 4.324], [3.773, 1.132, 3.983], [4.833, -0.428, 5.395], [5.196, -0.702, 3.682], [9.605, 4.516, -4.979], [9.502, 5.784, -6.206], [10.247, 5.134, -3.451], [8.612, 4.121, -4.803], [10.263, 3.734, -5.340], [3.633, -7.203, 4.857], [3.552, -5.505, 4.355], [3.665, -8.326, 3.495], [4.539, -7.343, 5.435], [2.763, -7.422, 5.464], [8.297, 0.138, 4.975], [7.367, -0.299, 6.411], [7.420, -0.161, 3.463], [8.537, 1.193, 5.026], [9.204, -0.455, 4.963], [-0.255, 3.300, -2.577], [-1.538, 2.386, -3.392], [0.480, 2.402, -1.242], [0.520, 3.529, -3.300], [-0.683, 4.212, -2.178], [-2.402, 2.030, -7.256], [-3.588, 0.781, -6.858], [-3.113, 3.336, -8.212], [-2.017, 2.446, -6.332], [-1.602, 1.577, -7.828], [-13.266, 1.678, 1.534], [-13.704, 0.304, 2.560], [-14.659, 2.719, 1.213], [-12.505, 2.260, 2.041], [-12.884, 1.304, 0.591]]}

=====

(3)
{"formula": "C22H46BFN5O3", "method": "wB97M-V/def2-TZVPD", "lumo_energy_ev": -5.6, "orbital_gap_ev": 4.5, "homo_ev": -10.18, "total_charge": 1, "spin_multiplicity": 1, "energy_ev": -40533.491, "symbols": ["N", "C", "C", "C", "C", "C", "N", "N", "C", "C", "B", "O", "O", "C", "C", "C", "O", "F", "H", "H", "H", "H", "H", "H", "H", "H", "H", "H", "H", "H", "H", "H", "H", "H", "C", "C", "N", "C", "C", "C", "C", "H", "H", "H", "H", "H", "H", "H", "H", "H", "H", "H", "H", "H", "H", "H", "C", "C", "N", "C", "C", "C", "C", "H", "H", "H", "H", "H", "H", "H", "H", "H", "H", "H", "H", "H", "H", "H"], "positions_angstrom": [[0.792, 2.831, -2.755], [1.438, 1.645, -2.061], [0.343, 0.521, -1.569], [0.852, -1.039, -1.744], [2.283, -1.350, -0.939], [2.223, -0.688, 0.585], [1.030, -0.899, 1.399], [0.710, -0.484, 2.639], [1.794, 0.345, 3.161], [3.208, 0.749, 2.543], [4.253, 1.711, 3.382], [4.880, 1.262, 4.674], [4.597, 3.077, 2.922], [3.503, 0.151, 1.063], [4.889, 0.395, 0.235], [5.106, 1.913, -0.347], [4.501, 2.436, -1.419], [6.106, 2.792, 0.353], [0.025, 2.541, -3.402], [0.434, 3.481, -1.996], [1.936, 2.073, -1.064], [2.263, 1.196, -2.773], [-0.639, 0.642, -2.233], [0.076, 0.768, -0.445], [1.063, -1.251, -2.885], [-0.038, -1.723, -1.340], [3.135, -0.911, -1.610], [2.375, -2.531, -0.879], [0.260, -1.483, 0.947], [1.574, 0.793, 4.248], [4.849, 2.081, 5.278], [3.836, 3.320, 2.286], [5.782, 0.191, 0.999], [5.007, -0.407, -0.612], [-2.581, 5.344, 5.250], [-1.524, 4.585, 4.454], [-1.998, 3.324, 3.881], [-0.914, 2.486, 3.353], [-0.120, 3.020, 2.164], [-3.190, 3.403, 3.032], [-3.128, 4.311, 1.810], [-3.002, 4.719, 6.046], [-2.134, 6.228, 5.716], [-3.401, 5.694, 4.613], [-0.701, 4.372, 5.147], [-1.120, 5.254, 3.688], [-1.313, 1.497, 3.095], [-0.208, 2.294, 4.172], [-0.690, 2.942, 1.235], [0.787, 2.423, 2.032], [0.189, 4.058, 2.301], [-4.032, 3.729, 3.655], [-3.474, 2.396, 2.707], [-2.662, 5.279, 2.023], [-4.144, 4.515, 1.451], [-2.591, 3.840, 0.983], [-2.127, -4.398, -1.178], [-2.177, -4.016, -2.654], [-1.183, -4.701, -3.482], [-1.066, -4.135, -4.831], [-2.277, -4.242, -5.753], [-1.186, -6.166, -3.423], [-2.474, -6.886, -3.801], [-1.128, -4.230, -0.759], [-2.837, -3.787, -0.610], [-2.400, -5.447, -1.015], [-1.997, -2.936, -2.706], [-3.195, -4.181, -3.021], [-0.198, -4.578, -5.336], [-0.812, -3.071, -4.728], [-2.395, -5.255, -6.144], [-2.141, -3.582, -6.615], [-3.205, -3.944, -5.259], [-0.916, -6.468, -2.403], [-0.370, -6.558, -4.041], [-3.365, -6.416, -3.372], [-2.443, -7.917, -3.430], [-2.600, -6.946, -4.885]]}

=====

(4)
{"formula": "C22H47BClIN5O6S2", "method": "wB97M-V/def2-TZVPD", "lumo_energy_ev": -3.1, "orbital_gap_ev": 7.0, "homo_ev": -10.09, "total_charge": 1, "spin_multiplicity": 1, "energy_ev": -86275.066, "symbols": ["C", "C", "C", "C", "C", "C", "I", "N", "B", "O", "O", "C", "N", "C", "N", "C", "C", "C", "Cl", "N", "C", "C", "C", "N", "C", "C", "C", "C", "C", "C", "S", "O", "O", "O", "H", "H", "H", "H", "H", "H", "H", "H", "H", "H", "H", "H", "H", "H", "H", "H", "H", "H", "H", "H", "H", "H", "H", "H", "H", "H", "H", "H", "H", "H", "H", "H", "H", "H", "H", "H", "H", "H", "H", "H", "H", "C", "S", "O", "C", "H", "H", "H", "H", "H", "H"], "positions_angstrom": [[2.599, -1.505, -0.896], [2.140, -0.457, -0.239], [2.066, -0.416, 1.341], [3.496, -0.272, 1.904], [4.567, 0.612, 1.183], [5.394, -0.150, 0.067], [4.014, 2.514, 0.381], [1.365, -1.731, 1.582], [1.592, -2.497, 2.823], [1.009, -2.302, 4.050], [2.509, -3.553, 2.758], [0.062, -1.508, 1.076], [-0.480, -2.327, 0.246], [-1.802, -2.026, -0.328], [-1.820, -2.257, -1.799], [0.146, -3.587, -0.200], [-0.735, -4.851, 0.102], [-1.596, -5.338, -1.121], [-1.697, -4.706, 1.621], [-0.388, -0.304, 1.640], [-1.366, -0.365, 2.736], [-2.848, -0.678, 2.293], [-3.796, -0.364, 3.479], [-5.012, -1.206, 3.408], [0.857, 0.507, 1.843], [1.124, 1.026, 3.306], [0.627, 1.875, 1.091], [-0.776, 2.525, 1.221], [-1.817, 2.016, 0.150], [-1.942, 3.070, -0.987], [-2.227, 2.252, -2.589], [-0.941, 1.723, -3.003], [-2.617, 3.298, -3.501], [-3.360, 1.102, -2.456], [2.569, -1.555, -1.994], [3.082, -2.356, -0.394], [1.864, 0.399, -0.868], [3.959, -1.285, 1.862], [3.548, -0.016, 2.981], [5.331, 0.820, 1.956], [5.064, 0.170, -0.937], [6.473, -0.002, 0.220], [5.196, -1.236, 0.124], [1.620, -2.468, 4.784], [3.117, -3.343, 2.031], [-1.984, -0.949, -0.178], [-2.620, -2.571, 0.168], [-0.900, -1.936, -2.121], [-2.447, -1.534, -2.161], [0.313, -3.556, -1.292], [1.128, -3.757, 0.258], [-0.015, -5.673, 0.277], [-1.619, -6.438, -1.107], [-1.053, -5.029, -2.031], [-2.591, -4.874, -1.066], [-1.474, 0.591, 3.279], [-1.148, -1.124, 3.512], [-2.873, -1.783, 2.155], [-3.122, -0.190, 1.347], [-3.254, -0.498, 4.438], [-4.130, 0.690, 3.380], [-5.850, -0.640, 3.486], [-5.018, -1.671, 2.505], [2.075, 1.579, 3.296], [0.343, 1.768, 3.564], [1.058, 0.235, 4.071], [1.321, 2.592, 1.566], [0.893, 1.865, 0.020], [-0.632, 3.602, 0.987], [-1.195, 2.528, 2.245], [-1.487, 1.045, -0.250], [-2.780, 1.957, 0.692], [-1.016, 3.656, -1.129], [-2.736, 3.804, -0.764], [-4.184, 1.525, -2.773], [0.868, 3.282, -5.509], [0.679, 4.335, -6.956], [2.037, 4.572, -7.512], [0.203, 5.815, -6.047], [1.204, 2.301, -5.841], [1.609, 3.710, -4.831], [-0.092, 3.180, -5.002], [0.986, 6.082, -5.336], [-0.737, 5.633, -5.524], [0.069, 6.626, -6.761]]}

=====

(5)
{"formula": "C22H47EuNO4Si2", "method": "wB97M-V/def2-TZVPD", "lumo_energy_ev": [-4.9, -2.6], "orbital_gap_ev": [6.5, 9.1], "homo_ev": [-11.46, -11.70], "total_charge": 1, "spin_multiplicity": 7, "energy_ev": -68336.673, "symbols": ["O", "O", "C", "C", "H", "H", "H", "H", "H", "C", "C", "H", "H", "H", "H", "H", "C", "C", "C", "H", "H", "H", "H", "H", "C", "H", "H", "H", "H", "H", "H", "Eu", "C", "Si", "H", "H", "C", "C", "C", "C", "Si", "H", "H", "C", "C", "C", "H", "H", "H", "H", "H", "H", "H", "H", "H", "H", "H", "H", "H", "H", "H", "H", "H", "H", "O", "C", "O", "C", "C", "C", "C", "C", "N", "H", "H", "H", "H"], "positions_angstrom": [[0.857, 0.102, -1.204], [0.795, -3.759, -0.879], [-0.177, 0.121, -2.240], [-0.130, 1.342, -3.129], [-1.123, 0.066, -1.686], [-0.073, -0.811, -2.817], [-0.046, 2.285, -2.577], [-1.058, 1.380, -3.705], [0.700, 1.262, -3.833], [2.247, 0.348, -1.591], [2.724, -0.605, -2.660], [2.816, 0.228, -0.654], [2.333, 1.397, -1.914], [2.661, -1.650, -2.340], [3.768, -0.385, -2.878], [2.165, -0.471, -3.587], [1.569, -4.636, -0.035], [0.307, -4.423, -2.059], [3.045, -4.326, -0.127], [1.387, -5.695, -0.301], [1.209, -4.485, 0.991], [3.423, -4.573, -1.127], [3.578, -4.934, 0.611], [3.230, -3.265, 0.081], [1.386, -4.940, -2.995], [-0.329, -3.681, -2.558], [-0.333, -5.269, -1.742], [2.156, -4.186, -3.205], [0.893, -5.215, -3.933], [1.869, -5.841, -2.603], [-0.128, -1.699, -0.163], [0.325, 1.078, 0.937], [-0.646, -1.655, 0.825], [-1.966, -3.011, 1.040], [0.126, -1.717, 1.609], [-1.240, -0.712, 0.927], [-2.951, -3.101, -0.559], [-2.924, -2.362, 2.512], [-1.406, -4.761, 1.423], [-1.661, 2.371, 0.292], [-2.351, 3.471, 1.627], [-2.362, 1.629, -0.134], [-1.267, 2.949, -0.569], [-3.467, 2.483, 2.771], [-3.325, 4.907, 0.902], [-0.978, 4.244, 2.661], [-2.286, -5.415, 1.480], [-0.878, -4.824, 2.382], [-0.754, -5.170, 0.638], [-3.421, -2.128, -0.767], [-3.741, -3.862, -0.479], [-2.298, -3.371, -1.406], [-2.996, -1.265, 2.480], [-2.420, -2.649, 3.446], [-3.938, -2.775, 2.530], [-3.873, 4.601, 0.003], [-2.663, 5.740, 0.629], [-4.055, 5.287, 1.626], [-0.228, 4.748, 2.037], [-0.443, 3.526, 3.299], [-1.406, 5.005, 3.327], [-4.052, 3.156, 3.411], [-2.889, 1.817, 3.424], [-4.175, 1.871, 2.201], [2.802, 3.314, 3.714], [2.342, 2.802, 2.686], [1.856, 1.599, 2.537], [2.329, 3.708, 1.450], [2.921, 4.986, 1.486], [2.863, 5.791, 0.349], [2.234, 5.286, -0.793], [1.698, 3.995, -0.776], [1.716, 3.229, 0.340], [3.433, 5.295, 2.391], [3.290, 6.791, 0.331], [2.147, 5.868, -1.707], [1.256, 3.550, -1.675]]}